{
  "formula": "C59H50Cl2F6N3O3P",
  "method": "wB97M-V/def2-TZVPD",
  "symbols": ["C", "N", "C", "C", "C", "C", "C", "C", "C", "N", "C", "C", "C", "C", "C", "C", "C", "C", "C", "C", "C", "N", "C", "C", "C", "O", "C", "C", "C", "F", "C", "C", "Cl", "C", "P", "O", "Cl", "C", "O", "H", "H", "H", "H", "H", "H", "H", "H", "H", "H", "H", "H", "H", "H", "H", "H", "H", "H", "H", "H", "H", "H", "H", "H", "H", "F", "C", "C", "C", "C", "C", "C", "H", "H", "H", "H", "H", "F", "C", "C", "C", "C", "C", "C", "H", "H", "H", "H", "H", "F", "C", "C", "C", "C", "C", "C", "H", "H", "H", "H", "H", "F", "C", "C", "C", "C", "C", "C", "H", "H", "H", "H", "H", "F", "C", "C", "C", "C", "C", "C", "H", "H", "H", "H", "H"],
  "coordinates": [[5.78893, -3.33367, -1.40550], [5.53750, -3.39023, -2.87586], [4.43706, -2.48776, -3.30950], [3.01610, -2.96102, -2.69265], [2.38875, -2.10808, -1.53237], [3.05852, -0.81398, -0.88513], [1.98638, 0.36556, -0.57129], [2.68113, 1.48778, 0.37723], [2.54507, 1.00275, 1.92681], [1.12147, 1.15931, 2.39425], [0.33578, 2.36620, 2.55350], [-1.11016, 2.03452, 3.03131], [-1.19117, 0.46989, 3.18348], [0.25843, 0.05961, 2.77734], [1.00432, -2.61119, -0.98000], [0.30549, -3.87597, -1.60526], [-1.10425, -4.30062, -0.96352], [-1.08416, -5.04828, 0.38080], [-2.33315, -5.58615, 1.15033], [-3.66706, -5.25761, 0.37203], [-3.49669, -4.46518, -0.93896], [-2.33536, -4.00029, -1.60411], [0.93624, -4.66966, -2.76868], [2.34405, -4.20941, -3.31221], [2.96064, -5.10697, -4.49268], [4.16164, -5.45384, -4.49863], [1.88967, -5.55642, -5.62174], [0.48085, -6.00799, -5.07611], [-0.59490, -6.44887, -6.09490], [-1.87542, -6.84842, -5.63892], [-0.26154, -6.42134, -7.61899], [1.13210, -5.94276, -8.17123], [1.50663, -5.85923, -9.96376], [2.23020, -5.52648, -7.15374], [3.99883, -4.93882, -7.63163], [4.51761, -5.84197, -9.01316], [3.79955, -2.87723, -8.08593], [0.24684, -5.94526, -3.47763], [-0.44001, -6.79338, -2.85307], [6.55269, -4.16924, -1.16573], [4.86051, -3.56001, -0.76771], [6.19746, -2.30930, -1.09361], [6.43014, -3.09519, -3.31870], [4.63846, -1.37081, -3.15610], [4.32193, -2.63571, -4.45347], [3.88253, -0.33447, -1.51692], [3.51592, -1.14925, 0.12286], [1.05454, -0.02585, -0.03089], [1.64851, 0.92280, -1.51454], [3.78230, 1.68587, 0.08918], [2.08344, 2.47048, 0.27120], [2.75782, -0.13273, 1.96392], [3.25457, 1.56817, 2.62766], [0.82979, 3.35962, 2.31240], [-1.93618, 2.79955, 3.24412], [-2.05381, -0.18073, 3.53429], [0.53907, -1.05276, 2.79151], [0.49869, -2.05562, -0.12460], [-0.05443, -5.25013, 0.84998], [-2.29719, -6.13276, 2.14488], [-4.68704, -5.59648, 0.78093], [-4.49036, -4.20690, -1.46903], [-1.03133, -6.73846, -8.40482], [4.52576, -5.22974, -9.78623], [1.19225, 5.70384, 1.79107], [-0.10124, 6.06381, 1.69386], [-0.48706, 6.95322, 0.70358], [-1.82473, 7.32122, 0.59970], [-2.75860, 6.80346, 1.49416], [-2.35805, 5.91473, 2.48773], [-1.02231, 5.53770, 2.58587], [0.25550, 7.35179, 0.02182], [-2.13925, 8.01082, -0.17646], [-3.79743, 7.09299, 1.41505], [-3.08634, 5.51554, 3.18612], [-0.69396, 4.83879, 3.34644], [0.24382, -5.43955, 3.08737], [0.14943, -5.49246, 4.42614], [0.73476, -6.54728, 5.10876], [0.64103, -6.59900, 6.49577], [-0.04615, -5.60095, 7.18298], [-0.63421, -4.54912, 6.48620], [-0.53147, -4.49094, 5.10013], [1.25825, -7.31891, 4.55622], [1.10195, -7.41585, 7.04069], [-0.12251, -5.64447, 8.26478], [-1.17248, -3.77482, 7.02248], [-0.97554, -3.67476, 4.54196], [5.24120, 6.42468, 1.19888], [4.91116, 7.30817, 2.15453], [3.68654, 7.19361, 2.79375], [3.34666, 8.10594, 3.78743], [4.23093, 9.12886, 4.12290], [5.45596, 9.23694, 3.47063], [5.80113, 8.31834, 2.48451], [3.00826, 6.39674, 2.51398], [2.39393, 8.02079, 4.29943], [3.96308, 9.84293, 4.89530], [6.14179, 10.03649, 3.73015], [6.75422, 8.38201, 1.97255], [-6.73122, -1.92338, -6.21806], [-6.55512, -3.15162, -5.70613], [-5.36818, -3.82598, -5.94722], [-5.18358, -5.09695, -5.41245], [-6.19259, -5.68317, -4.65161], [-7.38234, -4.99848, -4.42026], [-7.56312, -3.72304, -4.94560], [-4.59788, -3.35704, -6.54836], [-4.25548, -5.63041, -5.58840], [-6.04945, -6.67659, -4.23837], [-8.16880, -5.45813, -3.83089], [-8.47924, -3.17188, -4.76825], [-4.76815, 8.45372, 2.54669], [-4.56171, 9.30275, 3.56710], [-3.34563, 9.95995, 3.66942], [-3.13324, 10.84300, 4.72314], [-4.13549, 11.05029, 5.66813], [-5.35087, 10.38074, 5.55770], [-5.56795, 9.50594, 4.49815], [-2.57469, 9.77946, 2.92908], [-2.18814, 11.36849, 4.80861], [-3.96727, 11.73612, 6.49239], [-6.12891, 10.54015, 6.29672], [-6.51112, 8.98289, 4.39149]],
  "forces_ev_per_angstrom": [[0.453, -0.444, 0.557], [-0.003, 1.021, 0.930], [-1.077, -0.695, -1.139], [-1.115, -0.121, 0.663], [-2.416, -3.234, -1.254], [-0.806, 0.030, 0.292], [0.656, 0.642, 0.305], [-0.782, -0.341, 0.492], [0.006, -0.102, -0.723], [-3.887, -0.550, 1.483], [-2.365, -1.787, 0.769], [3.572, -2.194, -0.865], [5.291, 3.368, -1.752], [-3.195, 0.471, 0.755], [1.999, -1.882, -3.071], [1.436, 0.865, -0.393], [-1.698, -1.399, 2.020], [-1.454, -0.220, -0.034], [-0.676, 2.891, -5.075], [4.266, 0.694, -0.415], [-0.040, -0.834, 1.325], [0.552, -2.060, 3.438], [1.715, 2.297, 0.760], [-2.256, 1.288, 2.274], [1.833, -0.181, 0.506], [-4.429, 1.082, -0.344], [-2.211, -0.745, -1.586], [0.868, 0.248, -2.552], [2.853, 0.901, -0.875], [3.170, 0.973, -1.346], [1.862, 0.801, 1.122], [-0.858, -0.191, 4.315], [-0.905, -0.174, 2.583], [-3.387, -0.700, 0.364], [0.958, -1.498, 0.799], [-1.342, 2.464, 0.660], [-0.452, -0.889, -0.557], [-1.348, -0.894, 1.169], [2.571, 3.250, -2.517], [-1.118, 1.529, -0.262], [1.195, 0.343, -1.227], [-0.439, -1.299, -0.117], [-1.053, -0.290, 0.158], [-0.451, -1.434, 0.108], [0.281, 0.315, 1.762], [-1.145, -1.043, 0.819], [-0.563, 0.536, -1.590], [1.358, 0.582, -0.823], [0.489, -1.199, 1.143], [-1.753, -0.407, 0.510], [1.086, -1.493, 0.163], [-0.240, 1.900, 0.155], [-1.097, -0.837, -1.019], [-0.920, -1.540, 0.406], [1.584, -1.344, -0.470], [1.553, 1.009, -0.648], [0.161, 2.116, -0.241], [0.645, -0.994, -1.376], [-1.819, 0.390, -0.919], [0.107, 0.849, -1.593], [1.778, 0.758, -0.940], [1.899, -0.403, 0.794], [1.134, 0.512, 1.530], [-0.100, -0.770, 0.425], [0.115, -0.205, -0.056], [-1.068, 0.312, -0.077], [0.237, 0.049, -0.099], [0.021, -0.241, 0.318], [0.012, -0.131, -0.190], [0.186, 0.173, -0.258], [0.156, -0.049, 0.142], [-0.008, -0.055, 0.048], [0.067, -0.070, 0.067], [0.277, -0.193, -0.091], [0.090, 0.015, -0.065], [0.014, 0.077, -0.023], [0.056, -0.007, -0.080], [-0.047, -0.035, 0.912], [0.089, -0.120, -0.136], [-0.191, 0.296, -0.072], [0.016, -0.030, 0.036], [0.170, -0.257, -0.055], [-0.074, 0.120, -0.159], [-0.027, 0.072, -0.004], [-0.046, 0.067, -0.095], [0.006, 0.010, -0.126], [0.067, -0.058, -0.093], [0.023, -0.062, -0.012], [0.045, -0.116, -0.116], [-0.207, 0.587, 0.630], [-0.047, -0.231, -0.071], [0.339, 0.131, -0.114], [-0.046, 0.023, 0.036], [-0.249, -0.192, -0.003], [0.151, -0.022, -0.129], [0.193, 0.138, 0.053], [0.079, -0.025, -0.085], [0.039, -0.075, -0.086], [-0.045, -0.107, -0.043], [-0.067, -0.025, -0.003], [-0.025, 0.135, -0.056], [0.116, -0.726, 0.303], [0.093, 0.090, -0.090], [-0.295, 0.070, 0.087], [0.028, -0.046, 0.014], [0.282, 0.056, -0.143], [-0.142, 0.124, 0.004], [-0.060, 0.016, 0.051], [-0.082, 0.085, 0.016], [-0.008, 0.114, -0.044], [0.067, 0.083, -0.058], [0.062, -0.001, -0.047], [-0.348, 0.187, 0.075], [0.134, 0.590, 0.706], [0.129, -0.054, -0.177], [-0.341, -0.123, 0.076], [0.040, 0.031, 0.019], [0.272, 0.021, -0.158], [-0.135, -0.131, -0.060], [-0.069, -0.027, 0.016], [-0.084, -0.084, -0.038], [-0.026, -0.080, -0.093], [0.059, -0.030, -0.108], [0.070, 0.002, -0.021]],
  "charge": 0,
  "molar_mass_g_mol": 1064.9,
  "e_lumo_ev": -1.3,
  "total_energy_ha": -4528.60488,
  "homo_lumo_gap_ev": 6.583,
  "smiles": "CNCc1c(CCCCn2cccc2)cc(-c2ccccn2)c2c1C(=O)c1c(c(F)cc(Cl)c1P(O)Cl)C2=O.Fc1ccccc1.Fc1ccccc1.Fc1ccccc1.Fc1ccccc1.Fc1ccccc1"
}